(1)
Here is a structure of composition C6H14NO in a non-equilibrium geometry from the OMol25 dataset. Energies are from ωB97M-V/def2-TZVPD.

HOMO-LUMO gap (spin up / spin down): 0.3514 / 0.2554 hartree
F_max: 7.51 eV/A
E_HOMO (spin up / spin down): -8.7095 / -8.7103 eV
relative energy (zero: lowest compared OMol25 entry of this formula, charge and spin): 118.8 kcal per mole
LUMO (spin up / spin down): 0.852 / -1.761 eV
<S²>: 0.754

```
! RIJCOSX wB97M-V def2-TZVPD def2/J DEFGRID3
* xyz 0 2
C 0.1733 1.6835 0.3601
C -0.5341 0.6334 -0.5335
C -2.0313 0.8602 -0.7478
O -2.8153 -0.0894 -0.1796
C 1.6685 1.6087 0.3222
N 2.5472 -1.0887 0.0502
C -0.9930 -2.9350 0.7388
C 2.3367 0.0292 -0.3849
H -0.2087 2.6099 -0.0730
H -0.2033 1.5890 1.3782
H 0.0409 0.6083 -1.4665
H -0.3377 -0.3813 -0.1821
H -2.2369 1.8906 -0.3972
H -2.2875 0.9760 -1.8122
H 2.2922 1.5078 1.2067
H 2.2383 2.1482 -0.4239
H -1.5228 -2.0181 0.4768
H -1.1890 -3.7798 0.0868
H 0.0560 -2.6488 0.6152
H 1.7209 -0.4622 0.6020
H 2.4638 0.3910 -1.4274
H -1.1782 -3.1325 1.7908
*
```

Atomic partial charges in e from the natural (NBO) method, atoms 1 to 6: atom 1 (C): -0.43, atom 2 (C): -0.41, atom 3 (C): -0.14, atom 4 (O): -0.25, atom 5 (C): -0.48, atom 6 (N): -0.51



(2)
Here is a cluster of 2 separate species, C6H14NO in total in a non-equilibrium geometry from the OMol25 dataset. Energies are from ωB97M-V/def2-TZVPD.

HOMO-LUMO gap: 0.3236 hartree
F_max: 5.50 eV/A
E_HOMO: -13.7771 eV
relative energy (zero: lowest compared OMol25 entry of this formula, charge and spin): 77.0 kcal per mole
LUMO: -4.970 eV

```
! RIJCOSX wB97M-V def2-TZVPD def2/J DEFGRID3
* xyz 1 1
C -2.7863 0.2387 0.5145
C -1.7263 1.2562 -0.0682
C -0.3954 0.6952 0.3507
C -0.1021 -0.5582 -0.4763
C -0.7722 -1.2589 -1.4096
C 1.6366 -1.9402 0.6939
N 1.3398 -0.8687 -0.0316
H -3.7665 0.5349 0.4611
H -2.9695 -0.6405 -0.1982
H -2.4597 0.0528 1.5674
H -1.7973 1.4690 -1.1234
H -2.1417 2.2264 0.3829
H 0.3340 1.4587 0.0141
H -0.6506 0.5948 1.4329
H -0.3673 -2.2683 -1.5961
H -1.7405 -1.0773 -1.9575
H 2.4118 -2.1667 1.3700
H 0.7120 -2.6315 0.8281
H 1.9622 -0.0682 -0.2057
H 3.0537 1.7875 0.9514
H 2.6831 2.4882 -0.3929
O 2.5290 1.7154 0.1322
*
```

Atomic partial charges in e from the natural (NBO) method, atoms 1 to 6: atom 1 (C): -0.62, atom 2 (C): -0.41, atom 3 (C): -0.51, atom 4 (C): 0.16, atom 5 (C): -0.37, atom 6 (C): 0.11



(3)
Here is a cluster of 2 separate species, C6H14NO in total in a non-equilibrium geometry from the OMol25 dataset. Energies are from ωB97M-V/def2-TZVPD.

HOMO-LUMO gap: 0.3658 hartree
F_max: 2.13 eV/A
E_HOMO: -14.3100 eV
relative energy (zero: lowest compared OMol25 entry of this formula, charge and spin): 24.5 kcal per mole
LUMO: -4.355 eV

```
! RIJCOSX wB97M-V def2-TZVPD def2/J DEFGRID3
* xyz 1 1
C -3.0842 -1.6389 0.8737
C -3.0445 -0.1681 0.4149
C -1.5001 1.2251 1.4967
N -1.6628 0.2809 0.6668
H -2.3365 -2.1957 0.2790
H -2.8170 -1.7260 1.9397
H -4.0621 -2.1047 0.7540
H -3.1780 -0.0672 -0.7348
H -3.7022 0.4979 0.9830
H -0.4847 1.4010 1.8712
H -2.3179 1.6600 2.0675
H -0.8376 -0.0939 0.1256
O 0.5392 -0.3854 -0.5670
C 1.6181 0.1965 -0.5345
C 2.9635 -0.3258 -0.9361
C 3.8291 0.7877 -1.6219
H 1.5969 1.2230 -0.0995
H 2.8826 -1.1800 -1.5759
H 3.4541 -0.6117 0.0013
H 3.2873 1.2672 -2.4646
H 4.7140 0.3647 -2.0567
H 4.1427 1.5935 -0.8825
*
```

Atomic partial charges in e from the natural (NBO) method, atoms 1 to 6: atom 1 (C): -0.63, atom 2 (C): -0.23, atom 3 (C): 0.09, atom 4 (N): -0.38, atom 5 (H): 0.23, atom 6 (H): 0.22



(4)
Here is a cluster of 2 separate species, C6H14NO4PS in total in a non-equilibrium geometry from the OMol25 dataset. Energies are from ωB97M-V/def2-TZVPD.

HOMO-LUMO gap: 0.3257 hartree
F_max: 9.04 eV/A
structure (SMILES): CP(O)C(=O)OCS.CN(C)C=O
E_HOMO: -9.2948 eV
relative energy (zero: lowest compared OMol25 entry of this formula, charge and spin): 129.9 kcal per mole
LUMO: -0.432 eV

```
! RIJCOSX wB97M-V def2-TZVPD def2/J DEFGRID3
* xyz 0 1
C -4.4795 0.2766 0.8992
P -3.8626 -1.4807 0.4798
O -4.1034 -2.4127 1.9529
C -1.9893 -1.5496 0.1173
O -1.5980 -1.7446 -1.1676
O -0.8990 -1.4546 1.1124
C -0.7881 -0.0202 1.4249
S 0.5439 0.3278 2.7483
H -5.1392 0.1769 1.8891
H -5.1856 0.6721 0.0373
H -3.6438 1.0811 1.0516
H -3.4527 -1.9808 2.6111
H -1.8064 0.2960 1.9289
H -0.5436 0.5786 0.4366
H 0.0039 1.4554 3.4326
C 2.0964 1.6431 -1.5156
O 0.9110 1.5411 -1.2256
N 2.9964 0.6012 -1.5774
C 4.3873 0.8032 -1.9292
C 2.5396 -0.7409 -1.2813
H 2.5488 2.6190 -1.7588
H 4.6142 0.2191 -2.8256
H 5.0152 0.4630 -1.1008
H 4.5944 1.8586 -2.1266
H 1.7403 -1.0070 -1.9799
H 2.1394 -0.7641 -0.2631
H 3.3604 -1.4577 -1.3707
*
```

Atomic partial charges in e from the natural (NBO) method, atoms 1 to 6: atom 1 (C): -0.99, atom 2 (P): 0.99, atom 3 (O): -0.93, atom 4 (C): 0.46, atom 5 (O): -0.51, atom 6 (O): -0.57



(5)
Here is a cluster of 2 separate species, C6H14NOP in total in a non-equilibrium geometry from the OMol25 dataset. Energies are from ωB97M-V/def2-TZVPD.

HOMO-LUMO gap: 0.2753 hartree
F_max: 4.34 eV/A
E_HOMO: -7.8334 eV
relative energy (zero: lowest compared OMol25 entry of this formula, charge and spin): 130.1 kcal per mole
LUMO: -0.341 eV

```
! RIJCOSX wB97M-V def2-TZVPD def2/J DEFGRID3
* xyz 0 1
C 1.4516 -2.9630 0.7645
C -0.8784 0.1118 -1.8814
C -0.1200 1.2831 -1.0517
C -2.0941 -0.2846 -0.9213
C 1.9738 0.3116 -0.3231
C -0.3988 0.8196 2.2873
N 0.6266 0.7873 -0.0459
O -1.8321 -0.0540 0.4580
P -0.3050 -0.3816 0.8708
H 0.8111 -3.3976 1.4843
H 2.0825 -2.6499 1.5551
H -1.2665 0.5578 -2.7660
H -0.1422 -0.6963 -2.0597
H 0.4610 1.8438 -1.7599
H -0.8623 1.8693 -0.5856
H -2.9880 0.3118 -1.1817
H -2.1304 -1.4105 -1.0228
H 2.4180 -0.0436 0.5497
H 1.9527 -0.3158 -1.1782
H 2.5137 1.1511 -0.7980
H -0.1843 0.2842 3.2351
H 0.2612 1.6852 2.1034
H -1.3503 1.1802 2.2672
*
```

Atomic partial charges in e from the natural (NBO) method, atoms 1 to 6: atom 1 (C): -0.27, atom 2 (C): -0.47, atom 3 (C): -0.21, atom 4 (C): -0.09, atom 5 (C): -0.41, atom 6 (C): -0.95



(6)
Here is the ion C6H14NS with charge +1 in a non-equilibrium geometry from the OMol25 dataset. Energies are from ωB97M-V/def2-TZVPD.

HOMO-LUMO gap (spin up / spin down): 0.3077 / 0.3077 hartree
F_max: 4.69 eV/A
E_HOMO (spin up / spin down): -13.8203 / -13.8201 eV
relative energy (zero: lowest compared OMol25 entry of this formula, charge and spin): 84.7 kcal per mole
LUMO (spin up / spin down): -5.448 / -5.448 eV

```
! RIJCOSX wB97M-V def2-TZVPD def2/J DEFGRID3
* xyz 1 1
C -0.6237 -0.6511 -1.2512
C 0.3809 1.7538 -1.6877
C 0.1198 -0.5780 0.1178
C -0.7262 -1.5699 1.0099
C 1.4807 -1.3284 0.1100
C -0.7511 1.5823 1.0992
N 0.2862 0.8102 0.4809
S 0.5324 0.2102 -2.3758
H -0.7589 -1.7860 -1.4160
H -1.5998 -0.0590 -1.1824
H -0.5168 2.4231 -1.6981
H 1.2853 2.4616 -1.8414
H -0.7045 -1.3279 2.0536
H -0.5633 -2.5699 0.8211
H -1.7197 -1.2708 0.8220
H 1.5945 -1.9532 -0.7411
H 1.5301 -1.8725 0.9559
H 2.3714 -0.7655 0.0953
H -1.8196 1.6150 0.7396
H -0.7924 1.3167 2.2206
H -0.2139 2.6369 0.9574
H 1.2085 0.9227 0.7105
*
```

Atomic partial charges in e from the natural (NBO) method, atoms 1 to 6: atom 1 (C): -0.55, atom 2 (C): -0.40, atom 3 (C): 0.10, atom 4 (C): -0.61, atom 5 (C): -0.63, atom 6 (C): -0.45